(1)
117
Properties=species:S:1:pos:R:3:forces:R:3 method="wB97M-V/def2-TZVPD" molar_mass_g_mol=1092.21 lumo_energy_ev=-7.23 charge=+1 gap_ev=0.92
C -6.9152 1.7592 2.2700 -0.3 0.1 -0.5
C -7.1034 1.3518 0.8188 0.1 0.4 0.5
O -7.6599 0.0633 0.8008 -0.3 -0.2 0.0
C -8.2372 -0.3069 -0.4377 0.5 0.6 -0.6
C -7.3987 -1.3082 -1.1916 -0.5 0.1 0.6
C -7.9318 -1.8835 -2.3373 0.1 0.1 0.0
C -7.1817 -2.7772 -3.0755 -0.3 0.3 0.0
C -5.9089 -3.0911 -2.6349 0.6 -0.4 -0.4
C -5.3867 -2.5370 -1.4883 -0.3 0.0 0.4
C -6.1356 -1.6368 -0.7479 0.3 -0.2 -0.2
N -4.0724 -2.8994 -1.0858 0.2 0.2 -0.1
C -3.1093 -2.7424 -2.0766 0.4 0.0 -0.1
C -1.9372 -2.0006 -1.8762 -0.2 -0.2 0.3
C -1.7565 -1.3211 -0.5503 0.3 0.6 -0.1
O -0.6277 -0.4483 -0.6239 0.4 0.1 -0.2
O -0.2160 -0.2747 0.7435 -0.2 -0.2 0.4
C -1.0282 -1.8898 -2.8981 0.8 0.1 0.4
C -1.2446 -2.4880 -4.1129 -0.2 -0.7 -0.1
C -2.4055 -3.1996 -4.3361 0.3 0.0 -0.2
C -3.3281 -3.3308 -3.3178 -0.9 0.0 0.1
S -4.8454 -4.2076 -3.5243 -0.1 -0.2 -0.2
H -6.5806 2.7949 2.3105 0.3 0.0 0.1
H -6.2287 1.0944 2.7857 0.0 0.0 0.1
H -7.8977 1.7364 2.7353 0.0 -0.2 0.3
H -7.7672 2.0950 0.3662 -0.2 -0.2 -0.2
H -6.1500 1.4031 0.2733 0.0 -0.2 -0.1
H -9.2656 -0.6493 -0.3447 0.0 -0.3 0.4
H -8.2713 0.5868 -1.0716 -0.2 0.0 -0.1
H -8.9347 -1.5931 -2.6159 -0.1 -0.2 -0.2
H -7.6019 -3.2043 -3.9729 0.1 -0.1 -0.1
H -5.7233 -1.2155 0.1588 -0.1 0.1 0.1
H -3.8183 -2.4789 -0.2065 -0.1 0.0 0.1
H -2.6230 -0.6885 -0.3371 -0.2 -0.2 0.3
H -1.5638 -2.0221 0.2625 -0.2 -0.1 0.1
H 0.4431 0.4269 0.6930 -0.1 0.2 -0.3
H -0.1346 -1.2996 -2.7729 0.0 0.1 0.1
H -0.4760 -2.3393 -4.8703 0.3 -0.2 0.2
H -2.6428 -3.6635 -5.2944 0.0 -0.2 0.0
N -11.5035 -2.5041 -1.1199 0.0 0.0 0.1
O -12.6521 -2.8766 -0.8899 0.0 0.0 0.0
O -10.5904 -2.7375 -0.3079 0.0 0.0 0.0
O -11.2412 -1.8844 -2.1667 0.0 0.1 0.0
O 7.0141 -1.1828 -1.8899 0.5 -2.1 0.8
P 5.6217 -1.3510 -1.4737 -1.8 4.1 -1.1
O 4.6454 -1.2614 -2.7316 0.1 -0.3 0.3
C 4.8104 -2.2016 -3.8222 0.0 -0.4 -0.5
C 4.4877 -3.6215 -3.4093 0.0 0.1 0.3
O 5.3036 0.1859 -0.8376 -0.6 0.3 -0.1
C 6.3872 0.9001 -0.2397 0.0 0.1 0.1
C 6.7909 2.0206 -1.1688 1.2 -0.8 0.0
O 4.8108 -2.1587 -0.4302 1.5 -1.1 0.1
C 3.6151 -1.7500 0.2756 -0.8 -0.4 0.6
C 2.3650 -1.8451 -0.5657 0.1 0.2 -0.3
H 5.8267 -2.1315 -4.2127 0.0 0.1 0.1
H 4.1337 -1.8741 -4.6086 -0.1 0.2 0.1
H 5.2017 -3.9906 -2.6678 0.0 0.0 -0.1
H 4.5233 -4.2834 -4.2730 0.0 0.0 0.0
H 3.4962 -3.6812 -2.9613 -0.1 0.0 -0.1
H 7.2612 0.2870 -0.0342 -0.1 -0.2 -0.1
H 6.0362 1.2948 0.7202 0.0 0.0 0.0
H 7.0226 1.6487 -2.1703 -0.1 -0.1 0.0
H 7.6500 2.5778 -0.8019 -0.1 0.2 0.0
H 5.9803 2.7113 -1.2594 3.0 0.5 0.5
H 3.7339 -0.7660 0.7235 0.3 0.1 -0.3
H 3.5364 -2.4459 1.1091 0.2 -0.1 -0.1
H 2.3013 -1.0347 -1.2944 0.0 0.0 0.0
H 1.4885 -1.7808 0.0780 0.1 0.0 0.0
H 2.3311 -2.7863 -1.1117 0.0 -0.1 0.1
Mg -1.3159 -2.2900 -6.7249 -0.7 1.0 -0.1
F -1.9565 -0.0862 -4.5350 0.9 -3.5 -2.7
Cs -2.3441 1.7685 -3.5482 -1.1 3.7 1.8
C -0.7183 -0.4329 7.4588 0.0 -0.1 -0.1
C -0.1732 0.0349 6.1125 0.0 0.0 0.1
C -0.5390 1.4798 5.7764 0.0 0.0 -0.1
C -2.0386 1.7554 5.6447 0.0 -0.1 0.1
C -2.7635 0.9047 4.6029 0.0 0.1 -0.1
C -2.2487 1.1247 3.1842 -0.1 -0.1 0.0
H -1.8083 -0.4196 7.4798 0.0 0.0 0.0
H -0.4013 -1.4552 7.6682 0.0 0.0 0.0
H -0.3528 0.2021 8.2678 0.0 0.0 0.0
H -0.5219 -0.6385 5.3236 0.0 0.0 0.0
H 0.9184 -0.0502 6.1277 0.0 0.0 0.0
H -0.0321 1.7646 4.8488 0.0 0.0 0.0
H -0.1331 2.1375 6.5507 0.0 0.0 0.0
H -2.1739 2.8126 5.3967 0.0 0.0 0.0
H -2.5232 1.6133 6.6135 0.0 0.0 0.0
H -3.8268 1.1527 4.6341 0.0 0.0 0.0
H -2.6906 -0.1557 4.8581 0.0 0.0 0.0
H -2.3466 2.1732 2.8919 0.0 0.0 0.0
H -2.8159 0.5238 2.4710 0.0 0.0 0.0
H -1.1999 0.8385 3.0902 0.0 0.0 0.0
O -3.9881 2.4821 -7.7951 0.0 0.4 0.0
S -3.4759 1.9249 -9.0504 0.1 0.5 0.2
O -3.8653 0.5036 -9.1115 0.5 -0.6 -0.3
O -2.0132 2.0677 -9.0525 0.2 -0.6 0.3
O -4.0165 2.5959 -10.2290 -0.5 -0.1 0.2
Ca 4.3421 2.9207 -1.5293 -3.4 -0.1 -0.4
C 10.8248 5.8160 -0.9716 0.2 0.0 0.0
C 10.6701 4.3357 -1.2537 0.2 0.0 -0.1
O 9.3733 4.0591 -0.6864 0.0 0.0 -0.1
C 8.6782 5.2196 -0.6565 0.1 0.2 0.1
O 7.5130 5.2984 -0.3957 -0.3 -0.4 -0.2
O 9.4573 6.2620 -0.9511 0.1 -0.1 0.0
H 11.3900 6.3407 -1.7352 -0.2 0.1 -0.1
H 11.2718 6.0157 0.0018 -0.1 0.0 0.0
H 10.6416 4.1113 -2.3202 -0.1 0.0 0.0
H 11.4359 3.7264 -0.7838 -0.2 -0.1 0.2
C 4.8999 0.6249 6.1681 -0.1 0.2 0.0
C 4.2874 0.9982 4.8441 0.0 0.0 0.1
O 3.8588 2.1060 4.6225 0.0 0.1 -0.1
C 4.2260 -0.0763 3.7809 0.0 0.2 -0.1
H 4.8783 1.4862 6.8304 0.0 0.0 0.0
H 4.3353 -0.1886 6.6262 0.1 -0.1 0.0
H 5.9354 0.3107 6.0278 0.0 -0.2 0.0
H 3.6313 -0.9229 4.1264 0.1 -0.1 0.0
H 5.2344 -0.4142 3.5334 0.0 -0.2 0.1
H 3.7589 0.3472 2.8924 0.0 0.0 0.0

---

(2)
110
Properties=species:S:1:pos:R:3:forces:R:3 method="wB97M-V/def2-TZVPD" smiles="C[C@@H](C[C@@]1(I)OS(=O)(=O)O[C@@]1(O)CC(=O)F)OCc1ccccc1.CCOC(C)=O.CCOC(C)=O.CCOC(C)=O.CCOC(C)=O.CCOC(C)=O" molar_mass_g_mol=914.77 lumo_energy_ev=0.27 charge=0 gap_ev=8.71
C 0.6736 1.0887 1.1469 -1.0 0.3 1.1
C -0.3974 0.2945 1.9083 1.0 0.4 -0.7
C -0.9451 0.9989 3.1510 -0.1 -0.4 -0.6
C -1.7149 2.2798 2.9138 0.3 1.2 0.4
I -0.2063 3.9489 2.9553 0.3 -0.3 0.2
O -2.4237 2.4501 1.7013 0.2 0.3 0.0
S -3.3273 3.7919 1.8031 -1.6 -0.3 -1.0
O -2.8366 4.9394 1.1346 1.0 -0.1 0.6
O -4.6221 3.3824 1.3717 -0.1 -0.3 0.6
O -3.2497 3.9526 3.3963 0.2 0.1 -0.3
C -2.7866 2.6928 3.9657 0.3 0.5 -0.6
O -2.2172 2.9910 5.1780 -0.3 0.0 0.2
C -4.0734 1.8579 4.0523 -0.2 -0.8 0.2
C -3.8528 0.3712 4.0644 -0.3 0.7 0.0
O -3.4756 -0.2470 4.9896 0.5 -0.7 1.1
F -4.1472 -0.2230 2.9270 -0.2 -0.2 -0.6
O -1.4287 -0.0397 1.0062 0.0 -0.4 0.5
C -1.2789 -1.3456 0.4467 -0.5 -0.3 0.0
C -2.4175 -2.2202 0.9239 0.4 0.3 -0.3
C -2.2169 -3.1920 1.8942 -0.8 0.1 -0.3
C -3.3159 -3.9347 2.3285 0.4 0.0 0.3
C -4.5878 -3.7101 1.8207 0.1 0.0 -0.1
C -4.7694 -2.7490 0.8317 0.3 0.4 -0.1
C -3.6871 -1.9988 0.3872 0.0 -0.6 0.4
H 1.1502 0.4588 0.4054 0.1 0.0 -0.1
H 0.1667 1.9347 0.6887 0.2 0.1 -0.4
H 1.3929 1.4684 1.8687 0.1 -0.1 -0.4
H 0.1289 -0.5901 2.2807 -0.4 -0.3 0.1
H -1.5083 0.2595 3.7216 -0.3 0.1 -0.1
H -0.0839 1.2634 3.7578 0.0 0.0 0.2
H -1.8964 2.1730 5.5798 -0.1 0.0 0.1
H -4.7993 2.1093 3.2875 0.3 0.1 -0.3
H -4.5271 2.0972 5.0110 0.1 0.1 0.1
H -0.3005 -1.7861 0.6614 -0.5 0.3 0.1
H -1.3551 -1.2586 -0.6384 0.1 0.1 -0.1
H -1.2304 -3.3604 2.3012 0.1 -0.1 0.0
H -3.1425 -4.6770 3.0966 -0.2 -0.1 0.0
H -5.4291 -4.2823 2.1827 0.0 -0.1 0.0
H -5.7373 -2.5345 0.4000 -0.2 -0.2 0.1
H -3.8213 -1.2433 -0.3732 0.0 0.1 -0.1
C -7.5116 -2.7944 -3.3539 0.0 0.1 0.1
C -8.0960 -4.1873 -3.2362 0.0 0.2 -0.1
O -7.8648 -4.7539 -1.9459 0.1 -0.4 0.1
C -8.6462 -4.5108 -0.8761 -0.2 0.5 0.1
C -9.6845 -3.4114 -0.9507 -0.3 -0.2 -0.3
O -8.4665 -5.1195 0.1403 0.1 -0.2 0.0
H -7.9766 -2.1011 -2.6529 -0.1 0.0 0.0
H -7.6500 -2.4062 -4.3634 0.0 0.0 0.0
H -6.4453 -2.8146 -3.1282 0.0 0.0 -0.1
H -9.1579 -4.2166 -3.4863 0.0 0.0 0.1
H -7.5926 -4.8542 -3.9341 0.0 -0.1 0.1
H -9.2688 -2.5071 -0.5088 0.0 0.0 0.0
H -10.5497 -3.7255 -0.3723 0.1 0.0 0.2
H -10.0342 -3.1913 -1.9564 0.1 0.1 0.0
C 5.3906 0.9222 5.4549 0.1 0.1 -0.1
C 4.1795 0.2426 4.8503 0.2 0.0 0.1
O 3.6027 1.0180 3.7977 -0.3 0.0 0.0
C 4.0548 0.9906 2.5248 0.4 0.0 -0.1
C 5.3641 0.3045 2.2083 -0.2 -0.4 0.0
O 3.4274 1.5662 1.6806 0.4 0.1 0.1
H 6.1894 1.0463 4.7237 0.0 -0.1 0.0
H 5.7774 0.3392 6.2911 0.0 0.0 0.0
H 5.1237 1.9164 5.8135 0.0 0.0 0.1
H 4.3977 -0.7701 4.5078 0.0 0.0 0.0
H 3.3968 0.1560 5.6024 -0.1 0.1 -0.1
H 6.1518 1.0560 2.1786 0.0 0.0 0.0
H 5.2786 -0.1571 1.2265 0.0 0.2 -0.1
H 5.6419 -0.4787 2.9096 0.1 0.1 0.1
C 1.9607 7.8916 -1.1742 0.0 -0.1 0.1
C 1.3977 7.3836 -2.4860 0.0 0.2 0.1
O 1.4411 5.9597 -2.5692 0.1 -0.1 -0.3
C 0.4922 5.1585 -2.0331 -0.1 0.0 0.3
C -0.5435 5.7526 -1.1072 -0.2 0.2 -0.3
O 0.5350 3.9828 -2.2642 0.1 0.0 -0.1
H 1.3776 7.5396 -0.3233 -0.1 0.1 0.0
H 1.9687 8.9821 -1.1583 0.0 0.0 0.0
H 2.9803 7.5306 -1.0385 0.0 0.0 -0.1
H 0.3875 7.7509 -2.6740 0.0 0.0 0.1
H 2.0168 7.7366 -3.3097 0.0 -0.1 0.0
H -0.2264 5.6011 -0.0763 0.0 -0.1 0.0
H -1.4840 5.2320 -1.2635 0.1 -0.2 0.1
H -0.7329 6.8114 -1.2682 0.1 0.0 0.1
C 2.4885 -4.0167 -4.1609 0.1 0.0 0.1
C 1.3488 -3.0835 -3.8066 0.2 0.0 -0.2
O 0.9884 -3.1822 -2.4277 -0.3 0.0 0.0
C 1.6336 -2.5187 -1.4532 0.5 0.1 0.1
C 2.9372 -1.8201 -1.7476 -0.2 0.4 -0.3
O 1.1855 -2.5435 -0.3375 0.3 -0.4 -0.2
H 3.3972 -3.7686 -3.6109 0.0 0.1 0.0
H 2.7061 -3.9638 -5.2285 0.0 0.0 0.0
H 2.2268 -5.0438 -3.9066 -0.1 0.0 -0.1
H 1.5603 -2.0477 -4.0760 0.1 0.0 0.1
H 0.4542 -3.3726 -4.3555 -0.1 0.0 0.1
H 3.7644 -2.4688 -1.4643 0.0 0.0 0.0
H 2.9794 -0.9122 -1.1499 0.1 -0.1 0.2
H 3.0582 -1.5200 -2.7853 0.1 -0.1 0.0
C 7.6605 -2.4191 -4.8763 0.1 0.0 0.1
C 6.5134 -1.4966 -4.5193 0.2 0.0 -0.2
O 6.1538 -1.6008 -3.1390 -0.4 0.0 0.2
C 6.7854 -0.9375 -2.1502 0.4 0.0 0.0
C 8.0868 -0.2288 -2.4482 -0.2 0.3 -0.2
O 6.3347 -0.9725 -1.0387 -0.2 -0.1 0.0
H 8.5677 -2.1653 -4.3282 0.0 0.1 -0.1
H 7.8767 -2.3629 -5.9433 0.0 0.0 0.0
H 7.4078 -3.4488 -4.6230 -0.1 0.0 -0.1
H 6.7137 -0.4584 -4.7876 0.0 0.0 0.1
H 5.6219 -1.7953 -5.0688 -0.1 0.0 0.1
H 8.9117 -0.8807 -2.1643 0.0 0.0 0.0
H 8.1246 0.6749 -1.8452 0.0 -0.1 0.2
H 8.2072 0.0705 -3.4862 0.1 -0.1 0.0

---

(3)
107
Properties=species:S:1:pos:R:3:forces:R:3 method="wB97M-V/def2-TZVPD" molar_mass_g_mol=828.31 multiplicity=4 lumo_energy_ev="-0.13 / -2.28" charge=0 gap_ev="5.08 / 5.50"
Ti 0.5587 -0.2752 -0.3695 -0.9 1.5 0.0
C -0.8527 -0.2536 -5.5690 -0.1 0.0 0.0
C -0.0084 -1.0767 -4.5985 0.1 0.1 0.3
C -0.3755 -2.5480 -4.7344 0.0 -0.2 -0.1
C 1.4653 -0.8642 -4.9226 0.1 0.0 -0.1
O -0.2242 -0.7179 -3.2229 0.1 -0.2 -0.4
Ge -1.3513 0.6123 -2.6267 -0.3 0.3 -0.1
O -0.0454 1.4715 -1.5432 0.1 0.1 0.0
C 0.5492 2.6970 -2.0385 0.0 -0.3 0.1
C 1.8645 2.9286 -1.3163 0.1 0.1 0.1
C -0.4138 3.8391 -1.7573 -0.1 0.1 0.0
C 0.8328 2.5904 -3.5314 0.1 0.0 -0.1
O -1.5405 -0.4542 -1.0057 -0.1 -0.2 0.0
C -2.6933 -1.3377 -0.9083 0.3 0.1 0.1
C -2.2898 -2.7625 -1.2710 -0.1 -0.2 0.0
C -3.8040 -0.8977 -1.8617 -0.1 0.0 0.0
C -3.2422 -1.2567 0.5241 -0.1 0.0 0.1
H -0.6477 -0.5755 -6.5927 0.0 0.0 0.0
H -1.9208 -0.3837 -5.3863 0.0 0.0 0.0
H -0.6201 0.8104 -5.5040 0.0 0.0 0.0
H -0.1534 -2.9157 -5.7390 0.0 0.0 0.0
H 0.1841 -3.1496 -4.0120 -0.1 0.1 -0.1
H -1.4424 -2.6949 -4.5473 0.0 0.0 0.0
H 1.7041 -1.2663 -5.9105 0.0 0.0 0.0
H 1.7239 0.1944 -4.9152 0.0 -0.1 -0.1
H 2.1062 -1.3458 -4.1881 0.0 0.0 0.1
H 1.7555 2.7382 -0.2506 -0.1 0.0 0.0
H 2.6607 2.2967 -1.7039 -0.1 0.0 0.0
H 2.1709 3.9701 -1.4425 0.0 0.0 0.0
H -0.5766 3.9387 -0.6832 0.0 0.0 0.1
H -0.0114 4.7799 -2.1404 0.0 0.0 0.0
H -1.3756 3.6578 -2.2425 0.0 0.0 0.0
H 1.4199 1.6929 -3.7279 0.0 0.1 0.1
H -0.0807 2.5700 -4.1299 0.0 0.0 0.0
H 1.4167 3.4554 -3.8547 0.0 0.0 0.0
H -1.7528 -2.7715 -2.2192 0.0 0.0 0.0
H -1.6569 -3.2199 -0.5122 0.0 0.0 0.0
H -3.1817 -3.3868 -1.3711 0.0 0.0 0.0
H -3.5250 -0.9991 -2.9121 0.1 0.0 0.0
H -4.6699 -1.5399 -1.6893 0.0 0.0 0.0
H -4.1033 0.1384 -1.6915 0.0 0.0 0.0
H -2.8162 -2.0192 1.1758 0.0 0.0 0.0
H -3.0272 -0.2793 0.9562 0.0 0.0 0.0
H -4.3247 -1.4018 0.5327 0.0 0.0 0.0
O 6.5266 1.0421 2.8726 0.7 0.1 0.2
C 5.4579 1.0971 3.5549 -1.4 -0.2 -0.9
O 5.1434 1.4763 4.6529 0.4 0.1 0.4
C 4.3693 0.5228 2.5872 0.6 0.1 0.3
C 3.1925 0.0040 3.2128 0.2 0.2 -0.2
C 2.1429 -0.2987 2.4115 -0.3 0.0 -0.2
N 2.1343 -0.1520 1.0517 0.3 0.1 0.1
C 3.3358 0.2286 0.4723 -0.1 -0.3 0.1
C 4.4497 0.5717 1.2006 -0.1 0.0 0.3
C 3.3249 0.1380 -0.9884 -0.8 -0.3 -0.2
O 4.2508 0.3503 -1.7359 0.2 0.1 -0.1
O 2.0875 -0.2068 -1.4146 1.3 0.2 -0.2
H 3.1288 -0.1113 4.2837 0.1 0.0 0.0
H 1.2290 -0.6780 2.8532 0.0 0.0 -0.1
H 5.3384 0.8792 0.6699 0.0 0.0 0.0
N 1.6270 -2.9341 -2.0510 0.0 -0.1 0.1
C 1.5802 -3.8243 -1.0259 -0.2 0.4 0.1
C 2.1957 -5.0544 -1.1324 0.2 -0.4 -0.1
C 2.1169 -6.0384 -0.1334 0.0 0.2 -0.3
C 1.3807 -5.8202 0.9939 -0.1 0.2 0.0
C 0.7576 -4.5629 1.1544 -0.1 -0.1 0.4
C -0.0421 -4.3017 2.2975 0.1 -0.4 0.0
C -0.6280 -3.0947 2.4611 0.1 0.5 -0.4
C -0.3557 -2.0978 1.4890 -0.5 -0.2 1.2
N 0.3782 -2.2812 0.4328 0.0 -0.6 -0.2
C 0.8980 -3.5317 0.2014 0.2 -0.1 -0.3
H 1.0386 -2.1165 -2.1465 0.1 -0.2 0.0
H 2.1753 -3.1624 -2.8610 0.0 0.0 0.1
H 2.7334 -5.2644 -2.0501 0.0 -0.1 0.0
H 2.6164 -6.9870 -0.2839 0.0 0.0 0.0
H 1.2566 -6.5724 1.7609 0.0 0.0 0.0
H -0.1761 -5.0958 3.0240 0.0 0.0 0.0
H -1.2562 -2.8575 3.3072 0.0 0.0 0.0
H -0.7632 -1.1050 1.6430 0.0 0.0 0.0
C -1.3579 0.0580 4.2307 0.0 0.0 0.0
N -1.9759 1.0286 3.3440 -0.2 -0.1 0.3
C -3.3117 1.4187 3.7571 0.0 -0.1 0.0
P -1.0452 1.8454 2.2553 0.1 -0.3 -0.5
O -0.4276 0.9342 1.2483 0.1 -0.2 0.2
N -2.0351 2.9052 1.4939 -0.2 0.3 -0.2
C -2.9519 2.4158 0.4686 0.1 0.1 0.0
C -2.3351 4.2341 1.9950 0.0 0.0 0.0
N 0.0766 2.6307 3.1415 0.3 0.2 0.2
C -0.1845 3.1654 4.4675 0.0 0.0 0.0
C 1.3424 3.0810 2.5664 -0.1 0.0 0.1
H -1.3597 0.4213 5.2644 0.0 0.0 0.0
H -0.3249 -0.1286 3.9415 -0.1 0.0 0.0
H -1.9057 -0.8879 4.2071 0.0 0.0 0.0
H -3.9748 0.5496 3.7704 0.0 0.0 0.0
H -3.7335 2.1476 3.0757 0.0 0.1 0.0
H -3.3046 1.8470 4.7670 0.0 0.0 0.0
H -2.5230 1.5543 -0.0378 0.1 0.0 0.0
H -3.1100 3.2000 -0.2716 0.0 0.0 -0.1
H -3.9281 2.1438 0.8893 0.0 0.0 0.0
H -1.6319 4.5312 2.7680 0.1 0.0 0.0
H -3.3475 4.2941 2.4113 0.0 0.0 0.0
H -2.2633 4.9597 1.1809 0.0 0.0 0.0
H -1.1592 2.8535 4.8352 0.0 0.0 0.0
H -0.1578 4.2600 4.4604 0.0 0.0 0.0
H 0.5767 2.8185 5.1706 0.0 0.0 0.0
H 1.5772 2.5114 1.6756 0.0 -0.1 0.0
H 2.1434 2.9091 3.2863 0.0 0.0 0.0
H 1.3021 4.1482 2.3266 0.0 0.0 0.0